Record 1
Formula: C3H9NOS
Source: OMol25
Level of theory: ωB97M-V/def2-TZVPD

Computed properties:
2S+1 ... 1
Electronic energy ... -17628.73610 eV
HOMO level ... -8.36 eV
SMILES ... NCC=O.CS
Energy above the lowest of the compared OMol25 structures with the same formula, charge and spin ... 33.9 kcal per mole
HOMO-LUMO gap ... 8.9 eV

XYZ file:
```
15
Properties=species:S:1:pos:R:3:nbo_charge:R:1
C 0.35 0.15 1.46 -0.3371
H 0.51 1.24 3.40 0.1059
H 1.99 -0.27 -2.02 0.2044
C 0.17 1.35 2.36 0.4299
H -1.64 0.44 1.00 0.3853
S -0.36 -0.95 -2.12 -0.1442
H 1.65 -1.50 -3.22 0.2244
N -0.95 -0.30 0.92 -0.8107
H 0.89 -0.63 1.99 0.2063
C 1.43 -1.18 -2.21 -0.7378
H 1.80 -1.95 -1.53 0.2064
O -0.41 2.35 2.03 -0.5050
H -0.56 -0.69 -0.75 0.1834
H -1.32 -1.07 1.48 0.3718
H 0.95 0.44 0.59 0.2169
```

***

Record 2
Formula: C3H9NOS2
Source: OMol25
Level of theory: ωB97M-V/def2-TZVPD

Computed properties:
2S+1 ... 2
<S²> ... 0.75
Net charge ... -1
Electronic energy ... -28464.50446 eV
HOMO level (alpha / beta) ... -0.23 / -4.07 eV
Energy above the lowest of the compared OMol25 structures with the same formula, charge and spin ... 5.1 kcal per mole
HOMO-LUMO gap (alpha / beta) ... 3.6 / 7.4 eV

XYZ file:
```
16
Properties=species:S:1:pos:R:3:mulliken_spin:R:1
H -2.41 2.02 2.42 0.0054
C -0.02 -0.50 -0.57 0.0198
H 1.71 -0.72 0.70 0.0045
N -0.80 -1.32 0.39 -0.0022
C -0.48 0.95 -0.54 0.0432
C 1.51 -0.61 -0.36 -0.0322
S -1.87 2.89 1.55 0.5205
H 2.01 0.29 -0.68 0.0117
H -0.09 1.50 -1.41 0.0266
H 1.44 -2.35 -1.30 0.0004
H -0.16 -1.83 0.96 -0.0042
H -1.18 -0.67 1.07 0.0117
S -0.04 1.84 1.02 0.4113
H -1.56 1.10 -0.59 -0.0220
O 2.12 -1.70 -1.10 0.0067
H -0.19 -0.88 -1.56 -0.0011
```

***

Record 3
Formula: C3H9NOS2
Source: OMol25
Level of theory: ωB97M-V/def2-TZVPD

Computed properties:
2S+1 ... 1
Electronic energy ... -28463.11123 eV
HOMO level ... -9.08 eV
SMILES ... C[S@](=O)(=S)CCN
Energy above the lowest of the compared OMol25 structures with the same formula, charge and spin ... 53.7 kcal per mole
HOMO-LUMO gap ... 9.7 eV

XYZ file:
```
16
Properties=species:S:1:pos:R:3:nbo_charge:R:1
S -2.90 0.75 -1.06 -0.4671
H 1.28 -2.83 0.32 0.3594
C 1.07 -0.73 0.32 -0.2509
H -0.23 -1.19 -1.38 0.2519
C -0.33 -0.82 -0.30 -0.6310
H 1.84 -1.84 -1.01 0.3558
H 0.11 2.50 0.67 0.2457
H 1.06 -0.46 1.42 0.1992
H 1.59 0.14 -0.22 0.2173
H -0.63 1.13 1.55 0.2143
N 1.82 -1.93 0.04 -0.8084
C -0.78 1.95 0.77 -0.7863
H -1.70 2.45 1.03 0.2618
O -0.13 1.49 -1.71 -0.9459
H -1.07 -1.44 0.26 0.2549
S -1.00 0.83 -0.70 1.5292
```

***

Record 4
Formula: C3H9NOSi
Source: OMol25
Level of theory: ωB97M-V/def2-TZVPD

Computed properties:
2S+1 ... 1
Electronic energy ... -14672.09928 eV
HOMO level ... -9.96 eV
SMILES ... C[SiH](C)NC=O
Energy above the lowest of the compared OMol25 structures with the same formula, charge and spin ... 6.9 kcal per mole
HOMO-LUMO gap ... 10.7 eV

XYZ file:
```
15
Properties=species:S:1:pos:R:3:nbo_charge:R:1
H 2.39 0.56 0.55 0.2411
C -0.07 -1.74 -0.29 -1.0698
H 1.70 0.41 -0.81 0.2336
H 0.96 -2.09 -0.38 0.2306
H -0.74 -1.80 -1.03 0.2404
O -3.00 -0.47 0.24 -0.6241
H 0.00 -0.20 2.02 -0.2105
C 1.53 0.87 0.11 -1.0778
H -0.53 -2.48 0.41 0.2441
H -1.09 1.91 -0.38 0.3983
Si -0.09 -0.02 0.62 1.4987
H -3.40 1.39 -0.44 0.1341
H 1.46 1.83 -0.20 0.2264
C -2.69 0.65 -0.19 0.5124
N -1.44 0.98 0.01 -0.9773
```

***

Record 5
Formula: C3H9NS
Source: OMol25
Level of theory: ωB97M-V/def2-TZVPD

Computed properties:
2S+1 ... 1
Electronic energy ... -15581.22329 eV
HOMO level ... -8.77 eV
SMILES ... C[C@H](N)CS
Energy above the lowest of the compared OMol25 structures with the same formula, charge and spin ... 25.5 kcal per mole
HOMO-LUMO gap ... 9.8 eV

XYZ file:
```
14
Properties=species:S:1:pos:R:3:nbo_charge:R:1
H 0.01 -1.07 -1.23 0.1911
H 1.50 0.14 1.30 0.1933
S -2.50 0.52 -0.22 0.0051
C 0.17 -0.17 -0.39 -0.0288
N 0.23 1.05 -1.13 -0.8764
H 1.45 -1.50 0.64 0.2053
H -1.20 -0.93 1.25 0.2201
H 2.48 -0.35 -0.09 0.2231
H 0.59 1.82 -0.58 0.3603
H 0.55 1.02 -2.09 0.3812
C -1.06 -0.01 0.68 -0.5576
C 1.49 -0.45 0.33 -0.6441
H -2.99 -0.73 0.07 0.1204
H -0.71 0.69 1.46 0.2071
```

***

Record 6
Formula: C3H9NS
Source: OMol25
Level of theory: ωB97M-V/def2-TZVPD

Computed properties:
2S+1 ... 1
Electronic energy ... -15581.24496 eV
HOMO level ... -8.56 eV
SMILES ... CNCSC
Energy above the lowest of the compared OMol25 structures with the same formula, charge and spin ... 25.0 kcal per mole
HOMO-LUMO gap ... 9.5 eV

XYZ file:
```
14
Properties=species:S:1:pos:R:3:nbo_charge:R:1
H -0.81 -1.16 1.18 0.2069
H -1.18 1.39 -0.18 0.3476
H -1.02 -0.22 -1.91 0.1889
H -2.70 0.29 -1.61 0.1984
S 1.02 -0.93 -0.03 0.1090
N -1.49 0.45 0.08 -0.6170
H -0.03 0.44 1.72 0.2185
C 2.45 0.18 0.43 -0.7357
H 2.25 1.28 0.04 0.2130
H 2.41 0.17 1.52 0.2118
H 3.42 -0.21 0.05 0.2379
C -0.40 -0.21 0.91 -0.3433
C -1.78 -0.23 -1.17 -0.4308
H -2.15 -1.24 -1.02 0.1949
```

***

Record 7
Formula: C3H9NS
Source: OMol25
Level of theory: ωB97M-V/def2-TZVPD

Computed properties:
2S+1 ... 1
Electronic energy ... -15579.19464 eV
HOMO level ... -8.57 eV
Energy above the lowest of the compared OMol25 structures with the same formula, charge and spin ... 72.3 kcal per mole
HOMO-LUMO gap ... 9.4 eV

XYZ file:
```
14
Properties=species:S:1:pos:R:3:nbo_charge:R:1
C 0.90 -0.26 -0.59 -0.4623
H 1.52 -1.11 -0.78 0.1982
S 0.21 1.59 1.20 -0.1200
H -0.67 -1.09 0.98 0.2975
H -0.96 0.21 -1.90 0.1836
H -2.18 -1.40 -1.35 0.3737
N -1.19 -1.79 -0.93 -0.8968
H -1.00 -2.81 -1.30 0.3777
H 1.30 -0.75 1.55 0.2269
H 0.12 -1.06 -2.53 0.1928
C -0.25 -0.65 -1.54 -0.2230
H -1.06 1.71 0.55 0.1381
C 0.43 -0.32 0.95 -0.5261
H 1.42 0.79 -0.91 0.2397
```

***

Record 8
Formula: C3H9NS
Source: OMol25
Level of theory: ωB97M-V/def2-TZVPD

Computed properties:
2S+1 ... 1
Electronic energy ... -15578.42532 eV
HOMO level ... -8.06 eV
SMILES ... C=N.CSC
Energy above the lowest of the compared OMol25 structures with the same formula, charge and spin ... 90.1 kcal per mole
HOMO-LUMO gap ... 8.1 eV

XYZ file:
```
14
Properties=species:S:1:pos:R:3:nbo_charge:R:1
H 2.78 0.02 0.84 0.2240
C 0.75 -0.50 -1.66 -0.7238
H 1.23 -0.79 1.32 0.2182
H -3.15 -0.42 0.44 0.1290
H -1.78 1.31 -0.47 0.4139
H 0.31 -0.08 -2.58 0.2321
C -2.34 0.04 0.95 0.0523
H 1.34 0.84 1.69 0.2341
C 1.68 0.17 0.95 -0.7585
H -0.07 -0.98 -1.11 0.2030
H -1.49 -0.61 1.44 0.1575
S 1.22 0.98 -0.63 0.1593
H 1.59 -1.21 -1.67 0.2204
N -2.07 1.22 0.50 -0.7617
```

***

Record 9
Formula: C3H9NS
Source: OMol25
Level of theory: ωB97M-V/def2-TZVPD

Computed properties:
2S+1 ... 1
Electronic energy ... -15581.71733 eV
HOMO level ... -8.32 eV
SMILES ... CNCSC
Energy above the lowest of the compared OMol25 structures with the same formula, charge and spin ... 14.1 kcal per mole
HOMO-LUMO gap ... 9.4 eV

XYZ file:
```
14
Properties=species:S:1:pos:R:3:nbo_charge:R:1
H -0.11 1.72 -2.03 0.1965
C -1.43 -1.08 0.25 -0.7555
H 0.22 1.56 0.87 0.3667
H 2.10 0.08 -0.04 0.2061
H -1.52 -0.60 -0.72 0.2171
H 0.92 -0.26 -1.30 0.1996
C -0.42 2.00 -1.03 -0.4065
H -2.01 -0.52 0.98 0.2118
N 0.53 1.44 -0.08 -0.6474
H -1.86 -2.09 0.23 0.2291
H -1.44 1.68 -0.84 0.1674
S 0.30 -1.23 0.75 0.1362
C 1.04 0.12 -0.28 -0.3219
H -0.37 3.08 -0.94 0.2008
```

***

Record 10
Formula: C3H9NS2
Source: OMol25
Level of theory: ωB97M-V/def2-TZVPD

Computed properties:
2S+1 ... 2
<S²> ... 0.75
Net charge ... -1
Electronic energy ... -26416.06708 eV
HOMO level (alpha / beta) ... 0.37 / -4.44 eV
Energy above the lowest of the compared OMol25 structures with the same formula, charge and spin ... 38.8 kcal per mole
HOMO-LUMO gap (alpha / beta) ... 2.8 / 7.6 eV

XYZ file:
```
15
Properties=species:S:1:pos:R:3:mulliken_spin:R:1
S 4.18 -1.26 -0.27 0.4063
N -2.82 1.44 1.07 -0.0003
H 3.03 0.74 -1.41 0.0316
C -1.19 -0.27 0.36 -0.0110
H -2.80 2.44 1.46 0.0000
C -1.67 1.01 0.39 0.0090
H -3.16 0.82 1.75 0.0000
H -0.15 -1.57 -0.98 -0.0019
H 3.19 -2.04 0.25 0.0385
C 0.06 -0.67 -0.38 -0.0175
H 0.91 -0.90 0.26 0.0000
H -1.77 -1.10 0.77 -0.0013
H -1.28 1.74 -0.31 0.0021
S 3.13 -0.49 -1.89 0.5352
H 0.35 0.12 -1.08 0.0092
```